Record 1
C3H8NO | ωB97M-V with the def2-TZVPD basis set

As for the HOMO energy: -2.22 eV. The total energy comes out at -6776.565 eV. The relative energy (zero: lowest compared OMol25 entry of this formula, charge and spin) comes out at 32.90 kcal/mol.

Geometry as ORCA input:
```
! RIJCOSX wB97M-V def2-TZVPD def2/J DEFGRID3
* xyz -1 1
C 2.334 0.274 1.261
O 1.402 -0.027 0.311
H 2.515 1.367 1.341
H 3.315 -0.244 1.145
H 1.996 -0.080 2.271
C -1.484 0.020 -1.758
C -1.566 -0.415 0.482
N -2.148 -0.603 -0.630
H -0.507 0.437 -1.484
H -1.286 -0.680 -2.572
H -2.072 0.817 -2.232
H -1.796 -1.119 1.283
H -0.703 0.254 0.582
*
```

***

Record 2
C3H8NO | ωB97M-V with the def2-TZVPD basis set

As for the HOMO energy: -2.06 eV. The total energy comes out at -6777.413 eV. The relative energy (zero: lowest compared OMol25 entry of this formula, charge and spin) comes out at 13.35 kcal/mol.

Geometry as ORCA input:
```
! RIJCOSX wB97M-V def2-TZVPD def2/J DEFGRID3
* xyz -1 1
C -1.878 1.744 -0.324
O -1.605 0.373 -0.320
H -1.087 2.354 -0.787
H -2.794 1.906 -0.896
H -2.029 2.146 0.690
C 1.488 -1.914 -0.397
C 1.675 -0.733 0.253
N 0.706 -0.052 0.910
H 0.495 -2.232 -0.694
H 2.335 -2.503 -0.746
H 2.674 -0.277 0.259
H 0.966 0.932 0.982
H -0.752 0.186 0.244
*
```

***

Record 3
C3H8NO | ωB97M-V with the def2-TZVPD basis set

As for the HOMO energy: -14.85 eV. The total energy comes out at -6768.596 eV. The relative energy (zero: lowest compared OMol25 entry of this formula, charge and spin) comes out at 59.35 kcal/mol.

Geometry as ORCA input:
```
! RIJCOSX wB97M-V def2-TZVPD def2/J DEFGRID3
* xyz 1 1
C 0.762 1.340 0.048
C 1.627 1.306 -1.063
C -1.293 0.507 0.812
N -0.296 0.481 0.046
H 1.009 1.943 0.986
H 1.252 0.451 -1.734
H 2.084 2.115 -1.527
H -2.043 -0.123 0.846
H -1.358 1.331 1.633
H -0.198 -0.504 -0.352
H -0.429 -2.355 0.917
H -0.400 -3.657 -0.010
O -0.553 -2.686 0.016
*
```

***

Record 4
C3H8NO | ωB97M-V with the def2-TZVPD basis set

As for the HOMO energy: -15.96 eV. The total energy comes out at -6769.366 eV. The structure (SMILES) is C[C@@]1([NH3+])CO1. The relative energy (zero: lowest compared OMol25 entry of this formula, charge and spin) comes out at 41.59 kcal/mol.

Geometry as ORCA input:
```
! RIJCOSX wB97M-V def2-TZVPD def2/J DEFGRID3
* xyz 1 1
C 1.042 -1.068 0.282
C 0.122 0.050 0.178
C 0.338 1.239 -0.734
N -1.315 -0.442 0.239
O 0.785 -0.137 1.361
H 0.804 -2.031 0.564
H 2.149 -0.986 0.107
H -0.123 2.191 -0.184
H -0.231 1.331 -1.630
H 1.295 1.431 -0.908
H -1.640 -0.202 1.175
H -1.336 -1.403 0.043
H -1.890 0.026 -0.491
*
```